Entry 1
This record from the OMol25 dataset describes 2 unconnected molecules or ions with the total composition C2H10N2O. The level of theory is wB97M-V/def2-TZVPD.

Values from the calculation:
HOMO level: -9.25 eV
structure (SMILES): NCN.CO
Kohn-Sham gap: 0.3668 Eh
E_LUMO: 0.73 eV

Geometry as ORCA input:
```
! RIJCOSX wB97M-V def2-TZVPD def2/J DEFGRID3
* xyz 0 1
C -2.440 0.863 1.336
O -2.454 -0.385 0.626
H -3.417 1.208 1.059
H -2.176 0.657 2.392
H -1.737 1.587 0.919
H -1.521 -0.537 0.418
N 1.662 -1.627 -0.572
C 1.787 -0.238 -0.188
N 1.180 0.721 -1.126
H 0.698 -1.919 -0.499
H 1.808 -1.591 -1.585
H 1.520 -0.035 0.835
H 2.871 0.008 -0.250
H 0.290 0.399 -1.513
H 1.930 0.891 -1.852
*
```

***

Entry 2
This record from the OMol25 dataset describes 2 unconnected molecules or ions with the total composition C2H10N2O. The level of theory is wB97M-V/def2-TZVPD.

Values from the calculation:
HOMO level: -9.45 eV
structure (SMILES): NCCO.N
Kohn-Sham gap: 0.3807 Eh
E_LUMO: 0.91 eV

Geometry as ORCA input:
```
! RIJCOSX wB97M-V def2-TZVPD def2/J DEFGRID3
* xyz 0 1
N -0.376 2.540 -1.232
H -1.112 1.864 -1.059
H -0.694 3.091 -2.016
H -0.337 3.188 -0.449
C -0.665 -1.188 0.479
O -1.522 -0.218 -0.134
C 0.750 -0.735 0.165
N 1.760 -1.590 0.815
H -0.840 -1.245 1.556
H -0.839 -2.178 0.048
H -2.412 -0.360 0.170
H 0.886 -0.797 -0.914
H 0.846 0.314 0.453
H 1.912 -1.258 1.762
H 2.644 -1.429 0.356
*
```

***

Here are the energies relative to the best structure, in hartree: entry 1 0.0320; entry 2 0.0000.

***

Entry 1
This record from the OMol25 dataset describes C4H8N2S in the gas phase. The level of theory is wB97M-V/def2-TZVPD.

Values from the calculation:
expectation value of S²: 2.017
HOMO level (alpha / beta): -5.71 / -9.21 eV
Kohn-Sham gap (alpha / beta): 0.2435 / 0.3143 Eh
E_LUMO (alpha / beta): 0.92 / -0.65 eV

Geometry as ORCA input:
```
! RIJCOSX wB97M-V def2-TZVPD def2/J DEFGRID3
* xyz 0 3
C -1.142 -1.728 -0.147
C 1.050 -1.141 -0.500
C 1.538 -0.515 0.838
C -0.943 2.174 -0.535
N -0.024 -1.778 -0.720
N -0.728 0.758 -0.222
S -1.876 -0.188 0.216
H -1.661 -2.613 0.343
H 1.835 -0.997 -1.297
H 1.912 0.510 0.861
H 2.304 -1.195 1.338
H 0.708 -0.675 1.541
H -0.246 2.467 -1.302
H -1.925 2.267 -0.831
H -0.801 2.654 0.416
*
```

***

Entry 2
This record from the OMol25 dataset describes 2 unconnected molecules or ions with the total composition C4H8N2S. The level of theory is wB97M-V/def2-TZVPD.

Values from the calculation:
expectation value of S²: 2.005
HOMO level (alpha / beta): -5.02 / -8.83 eV
Kohn-Sham gap (alpha / beta): 0.2075 / 0.2522 Eh
E_LUMO (alpha / beta): 0.63 / -1.97 eV

Geometry as ORCA input:
```
! RIJCOSX wB97M-V def2-TZVPD def2/J DEFGRID3
* xyz 0 3
C 1.687 0.063 0.556
C -2.304 0.159 0.275
C 2.538 0.051 -0.663
C -2.913 -0.884 -0.461
N 0.988 1.219 0.776
N -1.710 0.931 0.865
S 1.576 -1.240 1.623
H 2.136 0.780 -1.355
H 3.593 0.488 -0.313
H 2.636 -1.021 -1.045
H -3.230 -1.703 0.254
H -2.199 -1.390 -0.993
H -3.890 -0.527 -0.879
H 0.276 1.347 1.488
H 0.816 1.728 -0.126
*
```

***

Here are the energies relative to the best structure, in hartree: entry 1 0.0393; entry 2 0.0000.

***

Entry 1
This record from the OMol25 dataset describes a molecular structure, C5H13N. The level of theory is wB97M-V/def2-TZVPD.

Values from the calculation:
HOMO level: -8.64 eV
Kohn-Sham gap: 0.3590 Eh
E_LUMO: 1.13 eV

Geometry as ORCA input:
```
! RIJCOSX wB97M-V def2-TZVPD def2/J DEFGRID3
* xyz 0 1
C 2.107 -0.915 -0.254
C 0.689 -0.675 0.306
C 0.721 1.721 0.036
C -1.436 0.498 0.006
C -2.165 -0.797 -0.074
H 2.842 -1.829 0.254
H 2.905 0.121 0.159
H 1.984 -0.826 -1.361
H 0.267 -1.523 -0.052
H 0.684 -0.688 1.634
H 1.793 1.668 -0.421
H 0.103 2.309 -0.531
H 0.616 1.671 1.161
H -1.565 1.199 0.904
H -1.972 1.084 -0.866
H -2.039 -1.792 0.482
H -2.101 -1.248 -1.066
H -3.445 -0.475 0.034
N 0.013 0.496 -0.353
*
```

***

Entry 2
This record from the OMol25 dataset describes C5H13N in the gas phase. The level of theory is wB97M-V/def2-TZVPD.

Values from the calculation:
HOMO level: -8.74 eV
structure (SMILES): CC[C@H](C)NC
Kohn-Sham gap: 0.3637 Eh
E_LUMO: 1.16 eV

Geometry as ORCA input:
```
! RIJCOSX wB97M-V def2-TZVPD def2/J DEFGRID3
* xyz 0 1
C 0.858 -0.681 2.209
N 1.186 -0.616 0.786
C -1.873 0.176 -1.376
C -0.696 -0.627 -0.803
C 0.216 0.259 0.061
C 1.057 1.241 -0.775
H -0.176 -1.040 2.358
H 1.454 -1.399 2.773
H 0.985 0.285 2.694
H 1.070 -1.570 0.469
H -1.485 1.002 -1.978
H -2.419 -0.429 -2.104
H -2.525 0.617 -0.627
H -0.195 -1.148 -1.616
H -1.081 -1.391 -0.121
H -0.256 0.839 0.852
H 1.512 1.962 -0.088
H 0.506 1.852 -1.483
H 1.862 0.668 -1.231
*
```

***

Entry 3
This record from the OMol25 dataset describes C5H13N in the gas phase. The level of theory is wB97M-V/def2-TZVPD.

Values from the calculation:
HOMO level: -9.01 eV
structure (SMILES): CCNC(C)C
Kohn-Sham gap: 0.3747 Eh
E_LUMO: 1.19 eV

Geometry as ORCA input:
```
! RIJCOSX wB97M-V def2-TZVPD def2/J DEFGRID3
* xyz 0 1
C -2.706 -0.200 -0.258
C -1.410 0.316 0.414
C 1.003 -0.007 0.341
C 1.443 1.351 -0.255
C 1.988 -1.089 -0.066
H -2.666 -0.084 -1.348
H -3.598 0.305 0.135
H -2.836 -1.320 -0.113
H -1.269 1.401 0.213
H -1.465 0.201 1.532
H -0.436 -1.386 -0.072
H 0.929 0.034 1.441
H 1.320 1.298 -1.344
H 2.475 1.566 0.023
H 0.772 2.165 0.093
H 3.029 -0.878 0.279
H 1.709 -2.072 0.378
H 1.990 -1.226 -1.164
N -0.273 -0.375 -0.231
*
```

***

Entry 4
This record from the OMol25 dataset describes C5H13N in the gas phase. The level of theory is wB97M-V/def2-TZVPD.

Values from the calculation:
HOMO level: -8.95 eV
structure (SMILES): CC(C)CCN
Kohn-Sham gap: 0.3706 Eh
E_LUMO: 1.14 eV

Geometry as ORCA input:
```
! RIJCOSX wB97M-V def2-TZVPD def2/J DEFGRID3
* xyz 0 1
C -1.507 -0.322 0.731
C -0.544 -0.406 -0.488
C 0.770 0.392 -0.332
C 1.701 -0.005 -1.490
C 1.438 0.092 1.021
N -2.738 0.382 0.400
H -1.670 -1.317 1.133
H -0.975 0.175 1.547
H -1.112 -0.131 -1.370
H -0.328 -1.457 -0.739
H 0.460 1.438 -0.381
H 2.676 -0.384 -1.176
H 1.296 -0.652 -2.261
H 2.044 0.913 -1.990
H 2.503 0.263 0.955
H 1.094 0.726 1.806
H 1.226 -0.928 1.253
H -3.590 -0.103 0.627
H -2.745 1.323 0.755
*
```

***

Here are the energies relative to the best structure, in hartree: entry 1 0.1651; entry 2 0.0117; entry 3 0.0000; entry 4 0.0136.

***

Entry 1
This record from the OMol25 dataset describes C5H13N in the gas phase. The level of theory is wB97M-V/def2-TZVPD.

Values from the calculation:
HOMO level: -9.13 eV
structure (SMILES): CC[C@H](C)CN
Kohn-Sham gap: 0.3764 Eh
E_LUMO: 1.12 eV

Geometry as ORCA input:
```
! RIJCOSX wB97M-V def2-TZVPD def2/J DEFGRID3
* xyz 0 1
C 2.036 1.295 -0.444
C 0.850 0.962 0.450
C 0.381 -0.484 0.174
C -0.038 -0.667 -1.278
C -0.934 -0.903 0.917
H 2.071 0.947 -1.527
H 2.315 2.365 -0.381
H 2.952 0.850 0.128
H 1.191 1.147 1.547
H 0.022 1.664 0.079
H 1.094 -1.203 0.472
H -0.855 -1.673 -1.492
H -0.685 0.331 -1.500
H 0.735 -0.599 -2.015
H -0.944 -2.043 0.787
H -1.042 -0.598 2.072
H -2.433 0.542 0.805
H -3.046 -0.859 0.346
N -2.163 -0.298 0.252
*
```

***

Entry 2
This record from the OMol25 dataset describes C5H13N in the gas phase. The level of theory is wB97M-V/def2-TZVPD.

Values from the calculation:
HOMO level: -7.95 eV
structure (SMILES): CCC(C)(C)N
Kohn-Sham gap: 0.3282 Eh
E_LUMO: 0.98 eV

Geometry as ORCA input:
```
! RIJCOSX wB97M-V def2-TZVPD def2/J DEFGRID3
* xyz 0 1
C -0.390 0.130 -0.143
C 0.967 -0.112 -0.658
C -1.186 -1.075 0.316
C -0.601 1.360 0.716
C 1.732 -0.593 0.821
N -0.940 0.526 -1.720
H -1.090 -0.243 -2.366
H -0.687 1.436 -2.090
H 1.060 -0.982 -1.301
H 1.491 0.783 -0.981
H -0.966 -1.948 -0.295
H -2.246 -0.847 0.233
H -0.965 -1.313 1.355
H -0.427 1.136 1.768
H -1.630 1.693 0.602
H 0.063 2.170 0.420
H 1.555 0.046 1.682
H 2.795 -0.546 0.594
H 1.463 -1.621 1.048
*
```

***

Here are the energies relative to the best structure, in hartree: entry 1 0.0141; entry 2 0.0000.